# 1
C5H10N2O3 | ωB97M-V/def2-TZVPD

Last column: Mulliken charge in e.
Positions of all 20 atoms, in Å:
1 C -1.746 1.622 0.549  -1.495
2 C -1.249 0.153 0.474  0.104
3 N 0.030 0.059 -0.103  -0.190
4 C 0.904 -0.902 0.169  0.466
5 O 0.570 -2.010 0.708  -0.813
6 C 2.323 -0.675 -0.273  -0.259
7 N 2.509 0.710 -0.695  -0.649
8 C -2.246 -0.688 -0.332  0.474
9 O -3.173 -0.226 -0.923  -0.567
10 O -1.949 -1.989 -0.366  -0.514
11 H -1.487 2.118 -0.358  0.367
12 H -2.858 1.660 0.640  0.363
13 H -1.263 2.130 1.370  0.394
14 H -1.203 -0.385 1.409  0.481
15 H 0.494 0.864 -0.556  0.390
16 H 3.029 -0.998 0.476  0.327
17 H 2.469 -1.377 -1.123  0.289
18 H 2.649 1.335 0.100  0.201
19 H 3.300 0.799 -1.281  0.217
20 H -1.102 -2.201 0.115  0.413

Forces on the atoms, in the same order (eV/Å):
C -0.6 -1.3 0.7
C -2.1 0.4 -0.1
N 2.3 1.1 -0.8
C -0.8 -3.1 1.3
O 0.6 2.4 -1.0
C 0.0 0.0 -0.9
N -0.5 0.1 0.6
C 0.7 -0.3 -0.2
O -0.6 0.1 -0.2
O 0.2 -0.3 0.1
H 0.1 0.4 -0.8
H 1.0 -0.1 0.1
H 0.0 0.2 0.3
H 0.0 0.3 0.8
H -0.7 -0.4 0.2
H 0.0 -0.2 0.6
H 0.0 0.6 0.3
H 0.0 -0.3 -0.2
H 0.8 0.2 -0.7
H -0.3 0.3 -0.1

Summary:
Relative energy (zero: lowest compared OMol25 entry of this formula, charge and spin) = 8.6 kcal/mol
SMILES = C[C@H](NC(=O)CN)C(=O)O
DFT total energy = -531.7913 Eh
Spin multiplicity = 1
HOMO = -9.7 eV
M = 146.15 u
Lowest unoccupied orbital energy = 0.46 eV



# 2
C2H6NO3 | ωB97M-V/def2-TZVPD

Last column: Mulliken charge in e.
Positions of all 12 atoms, in Å:
1 C 0.890 -1.324 0.792  -0.802
2 N 1.279 0.066 0.767  -0.289
3 C 0.359 1.025 0.217  0.506
4 O 0.443 2.172 0.698  -0.757
5 O -0.370 0.595 -0.706  -0.753
6 H 0.663 -1.658 -0.219  0.268
7 H 0.067 -1.521 1.489  0.232
8 H 1.765 -1.927 1.077  0.317
9 H 1.712 0.391 1.618  0.223
10 H -2.315 1.470 -1.823  0.312
11 H -1.886 0.098 -1.746  0.443
12 O -2.606 0.615 -2.162  -0.700

Forces on the atoms, in the same order (eV/Å):
C 0.8 -0.1 -0.1
N 0.0 -0.1 -0.1
C 0.5 0.0 0.2
O -0.1 0.0 -0.1
O -0.1 0.0 0.0
H -0.4 0.1 0.1
H -0.1 -0.2 -0.2
H -0.2 0.1 0.3
H -0.2 0.1 0.0
H -0.1 0.1 -0.1
H -0.2 0.1 -0.1
O 0.1 -0.2 0.1

Summary:
Relative energy (zero: lowest compared OMol25 entry of this formula, charge and spin) = 3.3 kcal/mol
DFT total energy = -360.3660 Eh
Spin multiplicity = 1
HOMO = -4.4 eV
M = 92.07 u
Charge = -1
Lowest unoccupied orbital energy = 4.14 eV



# 3
C3H8O3 | ωB97M-V/def2-TZVPD

Last column: Mulliken charge in e.
Positions of all 14 atoms, in Å:
1 O 1.820 1.286 0.207  -0.500
2 C 1.253 0.124 -0.337  -0.313
3 C -0.410 0.238 -0.527  0.105
4 O -0.920 1.240 0.322  -0.553
5 C -0.940 -1.156 -0.137  -0.620
6 O -0.762 -1.360 1.244  -0.508
7 H 1.091 1.860 0.649  0.263
8 H 1.589 -0.044 -1.372  0.292
9 H 1.416 -0.746 0.319  0.274
10 H -0.600 0.485 -1.589  0.297
11 H -0.157 1.855 0.657  0.275
12 H -1.985 -1.337 -0.436  0.301
13 H -0.323 -1.902 -0.659  0.333
14 H -1.073 -0.542 1.660  0.354

Forces on the atoms, in the same order (eV/Å):
O -1.3 1.3 0.7
C -2.6 -0.1 -0.4
C 2.5 -0.4 0.0
O 1.2 1.2 0.9
C 0.0 0.3 -0.4
O -0.2 0.2 0.2
H 2.7 -1.5 -1.0
H 0.4 0.1 0.5
H 0.2 0.4 -0.3
H -0.1 -0.1 0.5
H -2.9 -1.6 -1.0
H 0.2 0.3 0.1
H -0.2 0.2 0.1
H 0.0 -0.2 0.1

Summary:
Relative energy (zero: lowest compared OMol25 entry of this formula, charge and spin) = 54.2 kcal/mol
SMILES = OCC(O)CO
DFT total energy = -344.7619 Eh
Spin multiplicity = 1
HOMO = -10.4 eV
M = 92.09 u
Lowest unoccupied orbital energy = 0.43 eV



# 4
CH7N3OP | ωB97M-V/def2-TZVPD

Last column: Mulliken charge in e.
Positions of all 13 atoms, in Å:
1 N -1.886 -1.152 -0.135  -0.685
2 N -1.443 0.089 -0.045  0.074
3 C -0.190 0.487 -0.015  0.987
4 N 0.299 1.742 0.086  -0.327
5 O 0.712 -0.459 -0.200  -0.408
6 P 2.438 -0.183 -0.320  -0.101
7 H -2.411 -1.377 0.742  0.276
8 H -1.087 -1.816 -0.328  0.317
9 H -2.160 0.871 0.087  0.245
10 H -0.332 2.497 0.104  0.202
11 H 1.295 1.790 0.021  0.126
12 H 2.534 -0.465 0.978  0.135
13 H 2.738 -1.518 -0.989  0.161

Forces on the atoms, in the same order (eV/Å):
N -0.7 -4.1 0.4
N 0.2 6.1 1.0
C 1.8 -0.4 -0.7
N -1.5 -2.1 0.1
O -0.4 -0.4 0.0
P -0.5 -0.9 -2.6
H 0.9 -0.2 -1.1
H -1.4 1.0 0.4
H 1.2 -1.8 -0.5
H -0.2 1.2 0.1
H 0.3 0.9 -0.2
H 0.8 -0.9 1.8
H -0.5 1.6 1.2

Summary:
Relative energy (zero: lowest compared OMol25 entry of this formula, charge and spin) = 21.8 kcal/mol
SMILES = N/[NH+]=C(/N)OP
DFT total energy = -622.8623 Eh
Spin multiplicity = 1
HOMO = -13.7 eV
M = 108.06 u
Charge = +1
Lowest unoccupied orbital energy = -3.76 eV